Computed, not measured: a cluster of 14 separate species, C48H122N14O23 in total at a distorted geometry, with ωB97M-V with the def2-TZVPD basis set.

**Multiplicity**: 1
**Energy above the lowest of the compared OMol25 structures with the same formula, charge and spin**: 901.45 kJ/mol
**Frontier orbital gap**: 4.313 eV
**Charge**: +2

Positions of all 207 atoms, in Å:
1 C -18.26135 -12.25788 -0.82863
2 N -16.88618 -12.53877 -1.44690
3 C -16.72660 -11.71568 -2.73911
4 C -15.81992 -12.10053 -0.40524
5 C -16.65961 -14.07101 -1.62488
6 C -15.61380 -14.47257 -2.67499
7 O -16.14717 -14.35627 -3.97499
8 H -19.04071 -12.61023 -1.50431
9 H -18.47028 -11.19213 -0.73573
10 H -18.31433 -12.81239 0.10829
11 H -16.88635 -10.63805 -2.77486
12 H -17.55680 -12.19920 -3.25396
13 H -15.81838 -11.96127 -3.28950
14 H -15.96481 -12.64236 0.52939
15 H -16.06808 -11.05809 -0.20564
16 H -14.81799 -12.26121 -0.80327
17 H -17.61922 -14.51665 -1.88685
18 H -16.38797 -14.35271 -0.60755
19 H -15.45149 -15.54307 -2.54935
20 H -14.62016 -14.06500 -2.48880
21 H -15.51674 -14.81895 -4.53185
22 C -14.83244 -7.70810 7.22276
23 N -16.01934 -7.15955 6.29795
24 C -17.27101 -7.44009 7.07487
25 C -15.80768 -5.60398 6.28453
26 C -16.05280 -7.99886 5.01831
27 C -17.26015 -7.78580 4.10946
28 O -17.56306 -6.42132 3.97246
29 H -14.84597 -7.23951 8.20680
30 H -13.96694 -7.36114 6.65828
31 H -14.92936 -8.78326 7.37355
32 H -17.48242 -6.84469 7.96308
33 H -17.29812 -8.49322 7.35464
34 H -18.12853 -7.40007 6.40319
35 H -15.06966 -5.40148 5.50837
36 H -15.50578 -5.19098 7.24702
37 H -16.73990 -5.16249 5.93218
38 H -15.92385 -9.04871 5.28155
39 H -15.16921 -7.61592 4.50770
40 H -18.14728 -8.25383 4.53614
41 H -17.20763 -8.26781 3.13324
42 H -18.16640 -6.36817 3.22765
43 C -16.79447 8.69791 0.06512
44 N -16.40160 7.53339 -0.79348
45 C -17.55578 6.52564 -0.79578
46 C -16.25560 7.95868 -2.21392
47 C -14.98068 6.88218 -0.32328
48 C -14.31718 5.85274 -1.27218
49 O -13.78062 6.33711 -2.45018
50 H -17.73169 9.12927 -0.28653
51 H -16.01853 9.42929 -0.16093
52 H -16.89770 8.20912 1.03390
53 H -17.17725 5.66693 -1.35024
54 H -18.47262 6.99898 -1.14715
55 H -17.82934 6.22516 0.21565
56 H -17.08082 8.66143 -2.32903
57 H -16.19796 7.19633 -2.99084
58 H -15.31761 8.51297 -2.24602
59 H -15.15629 6.45940 0.66592
60 H -14.33244 7.71068 -0.03782
61 H -15.04794 5.11284 -1.59875
62 H -13.48793 5.36079 -0.76382
63 H -13.42061 7.21530 -2.30599
64 C -14.14213 3.42749 -6.93658
65 N -14.32875 3.90122 -8.39083
66 C -13.59013 5.26238 -8.45719
67 C -13.55426 3.03817 -9.38203
68 C -15.81146 4.12885 -8.81491
69 C -16.75354 2.91864 -8.57370
70 O -16.42420 1.92925 -9.48625
71 H -14.65988 4.15441 -6.31078
72 H -13.06812 3.50790 -6.76882
73 H -14.55415 2.42317 -6.83818
74 H -12.53559 5.18288 -8.19314
75 H -14.13594 5.92920 -7.78969
76 H -13.57011 5.62521 -9.48483
77 H -12.53213 2.94840 -9.01420
78 H -13.64727 3.56869 -10.32966
79 H -14.01552 2.05166 -9.33578
80 H -15.72166 4.35756 -9.87686
81 H -16.10951 4.98837 -8.21449
82 H -17.76164 3.29085 -8.75614
83 H -16.81218 2.45005 -7.59131
84 H -16.93272 2.09998 -10.28241
85 C -14.40730 -5.00844 0.12090
86 C -14.18746 -3.99634 -1.06358
87 C -15.18679 -2.82127 -0.91495
88 O -14.95872 -1.95787 -2.03613
89 C -15.36517 -0.61599 -1.94746
90 N -12.68618 -3.52698 -1.18083
91 H -12.62267 -2.99679 -2.03813
92 H -12.30134 -3.11224 -0.34417
93 H -12.18431 -4.40187 -1.23357
94 H -14.27900 -4.53503 1.09431
95 H -13.61139 -5.75225 0.15797
96 H -15.38366 -5.49172 0.08529
97 H -14.34071 -4.39365 -2.06695
98 H -15.00924 -2.20249 -0.03536
99 H -16.20384 -3.21332 -0.91854
100 H -16.43482 -0.53395 -2.14038
101 H -15.04627 -0.10803 -2.85761
102 H -15.10931 0.07893 -1.14762
103 C -1.73725 -0.21406 3.04796
104 C -3.19869 -0.88454 2.92868
105 C -3.84782 -0.41168 1.58417
106 N -5.24789 -1.04445 1.25108
107 C -6.33366 -0.66932 2.27517
108 C -5.12868 -2.58392 1.10556
109 C -6.14443 -3.03406 0.10452
110 C -6.60086 -1.74378 -0.58326
111 C -5.68023 -0.63486 -0.14189
112 H -1.07648 -0.66250 2.30608
113 H -1.20110 -0.33811 3.98883
114 H -2.01284 0.82656 2.87694
115 H -3.74870 -0.56120 3.81245
116 H -3.17727 -1.97433 2.93188
117 H -3.12576 -0.66416 0.80763
118 H -3.94737 0.66869 1.47930
119 H -6.01349 -1.10021 3.22381
120 H -7.30858 -1.03618 1.95418
121 H -6.46488 0.39560 2.46711
122 H -5.17415 -3.03472 2.09693
123 H -4.20796 -2.82853 0.57590
124 H -6.92485 -3.55050 0.66341
125 H -5.76666 -3.80175 -0.57078
126 H -7.65374 -1.53343 -0.39536
127 H -6.58537 -1.87220 -1.66556
128 H -6.18199 0.33183 -0.09889
129 H -4.85297 -0.63659 -0.85165
130 C -19.62610 -1.03288 2.43666
131 C -20.87093 -1.00716 1.56763
132 C -20.68832 -0.13305 0.23902
133 N -22.03539 0.50187 -0.29218
134 C -22.93223 -0.67345 -0.81831
135 C -22.81454 1.41073 0.72344
136 C -22.75792 2.87624 0.16060
137 C -21.72355 2.76272 -0.98532
138 C -21.78641 1.37163 -1.55525
139 H -19.86506 -1.36956 3.44545
140 H -19.01974 -0.15998 2.67845
141 H -18.92780 -1.77083 2.04181
142 H -21.68896 -0.64579 2.19080
143 H -21.32276 -1.97766 1.36249
144 H -20.18436 -0.70195 -0.54230
145 H -20.08912 0.77137 0.34436
146 H -23.19881 -1.32269 0.01567
147 H -22.44240 -1.29068 -1.57143
148 H -23.88907 -0.36345 -1.23837
149 H -23.77440 0.93082 0.91435
150 H -22.14470 1.35695 1.58165
151 H -23.68222 3.26787 -0.26413
152 H -22.53437 3.61928 0.92612
153 H -21.67293 3.53071 -1.75716
154 H -20.75220 2.72804 -0.49199
155 H -22.71892 1.41875 -2.11765
156 H -20.99559 0.95094 -2.17632
157 C -15.12988 -6.58828 -6.64488
158 C -16.59598 -6.06104 -6.72330
159 C -16.88154 -4.56791 -6.38016
160 N -17.91032 -3.80831 -7.22875
161 C -18.16037 -2.43241 -6.50144
162 C -19.27223 -4.58922 -7.37817
163 C -19.71436 -4.55454 -8.83059
164 C -18.80148 -3.46597 -9.39566
165 C -17.44523 -3.62237 -8.65291
166 H -15.06574 -7.67018 -6.52875
167 H -14.52122 -6.06548 -5.90711
168 H -14.55941 -6.32549 -7.53572
169 H -17.18917 -6.68821 -6.05780
170 H -16.95923 -6.32336 -7.71695
171 H -16.05287 -3.86184 -6.43383
172 H -17.28720 -4.49159 -5.37135
173 H -18.60146 -2.71053 -5.54426
174 H -18.82841 -1.74234 -7.01683
175 H -17.17114 -2.00913 -6.32716
176 H -20.01539 -4.07280 -6.77061
177 H -19.03822 -5.59158 -7.01956
178 H -20.75730 -4.24149 -8.78177
179 H -19.68820 -5.55783 -9.25583
180 H -19.21014 -2.46746 -9.24052
181 H -18.69412 -3.60371 -10.47158
182 H -16.78570 -2.75537 -8.69089
183 H -16.95764 -4.53403 -8.99820
184 N -10.24335 -4.37582 3.72867
185 O -10.84030 -3.39879 3.35907
186 O -9.48144 -4.25298 4.69411
187 O -10.49956 -5.45211 3.21410
188 N -10.51993 1.76838 -0.56363
189 O -11.52109 1.10346 -0.94571
190 O -10.20824 1.97859 0.59202
191 O -9.79697 2.17467 -1.38854
192 N -17.73604 3.44556 3.12929
193 O -18.94251 3.25011 3.26803
194 O -17.06202 4.07170 3.95138
195 O -17.19177 2.98900 2.06115
196 N -19.43660 -5.70721 -1.56117
197 O -20.07828 -4.87240 -2.22693
198 O -18.65010 -6.44650 -2.05309
199 O -19.54126 -5.82190 -0.33251
200 N -11.61637 -1.38560 -6.36003
201 O -10.71515 -0.73431 -6.85258
202 O -11.46654 -2.07649 -5.35771
203 O -12.70181 -1.42222 -6.89146
204 N -11.01161 -9.15182 -3.16046
205 O -10.95414 -8.05677 -2.51530
206 O -10.21581 -9.24256 -4.07492
207 O -11.80908 -10.06891 -2.82860